*A*
ORCA calculation (ωB97M-V with the def2-TZVPD basis set) on the molecule C5H4O3.

The geometry in ORCA input format:
```
! RIJCOSX wB97M-V def2-TZVPD def2/J DEFGRID3
* xyz 0 1
C -0.54 -1.35 -0.42
C 0.66 -1.45 0.24
C 0.31 0.65 0.18
C 0.52 1.98 0.73
C -0.72 0.09 -0.50
H -1.61 -2.16 -1.87
H 1.22 -2.33 0.43
H 1.23 1.97 1.85
H -1.45 0.27 -1.23
O -1.30 -2.43 -0.80
O 1.00 -0.20 0.79
O 0.19 2.97 -0.05
*
```

Computed properties:
SMILES string	O=Cc1cc(O)co1
gap between HOMO and LUMO	8.90	eV

*B*
ORCA calculation (ωB97M-V with the def2-TZVPD basis set) on the molecule C5H4O3.

The geometry in ORCA input format:
```
! RIJCOSX wB97M-V def2-TZVPD def2/J DEFGRID3
* xyz 0 1
C 0.63 0.24 -0.17
C -0.24 -1.10 0.81
C -1.15 1.21 0.26
C 0.25 1.53 0.08
C -0.98 -0.29 -0.09
O 1.69 -0.33 -0.75
O -0.11 -2.36 0.36
O -2.16 1.82 0.50
H 2.25 0.36 -1.15
H 0.53 -2.81 0.92
H 0.82 2.44 0.16
H -1.54 -0.70 -0.94
*
```

Computed properties:
gap between HOMO and LUMO	8.64	eV

*C*
ORCA calculation (ωB97M-V with the def2-TZVPD basis set) on the molecule C5H4O3.

The geometry in ORCA input format:
```
! RIJCOSX wB97M-V def2-TZVPD def2/J DEFGRID3
* xyz 0 1
C -0.04 0.58 0.76
C 0.54 -0.53 0.25
C -0.67 1.28 -0.33
C -0.14 -1.32 -1.72
C -1.29 -0.42 -1.99
O -1.01 0.84 -1.49
O 0.86 -0.62 -1.03
O -1.28 -1.44 -0.92
H 0.09 1.07 1.69
H 0.76 -1.47 0.77
H -0.96 2.37 -0.29
H 0.14 -2.26 -2.10
*
```

Computed properties:
gap between HOMO and LUMO (alpha / beta)	7.15 / 7.15	eV

Unit: eV. Relative energies: *A* 0.000; *B* 0.484; *C* 2.509.

*A*
ORCA calculation (ωB97M-V with the def2-TZVPD basis set) on a structure of composition C21H45NO8.

The geometry in ORCA input format:
```
! RIJCOSX wB97M-V def2-TZVPD def2/J DEFGRID3
* xyz 0 1
C 2.22 -3.89 -0.11
C 0.82 -4.34 -0.19
O 0.65 -5.57 -0.18
N -0.35 -3.38 -0.23
H -0.93 -3.31 0.63
H -0.07 -2.40 -0.10
C -1.18 -3.57 -1.41
H 2.63 -3.64 -1.15
H 2.96 -4.68 0.08
H 2.18 -3.05 0.59
H -1.91 -4.30 -1.16
H -0.77 -3.59 -2.42
H -1.82 -2.78 -1.77
O 0.01 -0.82 0.08
H 0.62 -0.23 -0.06
C 2.30 -0.84 4.55
C 1.91 -0.28 3.16
C 3.15 0.24 2.35
O 1.07 -1.22 2.58
H 2.92 -0.07 4.97
H 2.78 -1.82 4.38
H 1.40 -1.19 5.09
H 1.43 0.47 3.36
H 3.77 -0.45 1.69
H 3.67 0.96 2.94
H 2.70 0.89 1.43
H 0.60 -0.93 1.88
C -3.55 2.31 -0.75
C -3.16 0.87 -1.07
C -3.86 0.31 -2.34
O -1.74 0.93 -1.26
H -4.55 2.25 -0.53
H -3.48 2.94 -1.48
H -3.00 2.74 0.14
H -3.32 0.15 -0.29
H -3.52 -0.64 -2.57
H -3.49 0.82 -3.18
H -5.04 0.19 -2.48
H -1.32 0.43 -0.69
C -2.17 1.02 2.64
C -2.27 -0.56 2.79
C -3.55 -1.06 3.40
O -2.29 -1.05 1.47
H -1.28 1.25 2.17
H -2.37 1.53 3.62
H -2.92 1.43 1.80
H -1.41 -0.91 3.53
H -3.79 -0.59 4.28
H -3.35 -2.03 3.60
H -4.54 -0.92 2.80
H -1.55 -0.81 0.98
C 2.03 -1.14 -4.72
C 1.92 -1.06 -3.17
C 2.62 0.36 -2.75
O 0.57 -1.11 -2.73
H 1.40 -2.33 -4.67
H 2.97 -1.25 -5.21
H 1.62 -0.45 -5.17
H 2.33 -1.78 -2.64
H 2.59 0.64 -1.72
H 1.79 1.08 -2.79
H 3.55 0.63 -3.24
H 0.37 -0.79 -1.91
C 2.22 5.22 -1.13
C 2.50 4.58 0.21
C 1.47 3.53 0.87
O 1.49 3.03 1.95
C 0.37 3.16 -0.03
C 0.14 3.80 -1.35
C 0.98 4.89 -1.85
O 0.52 5.51 -2.77
H 2.94 5.99 -1.60
H 3.41 4.92 0.77
H -0.37 2.34 0.12
H -0.64 3.43 -2.05
*
```

Computed properties:
gap between HOMO and LUMO	8.03	eV

*B*
ORCA calculation (ωB97M-V with the def2-TZVPD basis set) on a structure of composition C21H45NO8.

The geometry in ORCA input format:
```
! RIJCOSX wB97M-V def2-TZVPD def2/J DEFGRID3
* xyz 0 1
C -0.42 3.31 -1.57
C 1.10 2.90 -1.65
O 1.67 2.91 -2.72
N 1.65 2.39 -0.39
H 1.18 1.39 -0.20
H 2.73 2.40 -0.63
C 1.63 3.13 0.89
H -0.98 2.70 -2.27
H -0.81 4.41 -1.70
H -0.98 2.93 -0.36
H 0.78 3.65 0.93
H 2.48 3.82 0.81
H 1.90 2.47 1.69
O 0.35 0.27 0.28
H -0.16 -0.58 0.20
C -2.12 -1.24 -3.56
C -0.98 -0.55 -2.94
C 0.03 0.11 -4.00
O -1.36 0.29 -1.85
H -2.65 -1.71 -2.95
H -1.66 -1.92 -4.18
H -2.61 -0.47 -4.03
H -0.22 -1.33 -2.58
H 0.26 -0.76 -4.71
H 1.04 0.18 -3.54
H -0.41 1.05 -4.64
H -0.75 0.17 -1.04
C -0.14 -0.37 2.90
C 0.69 0.91 2.92
C 1.64 1.19 4.10
O 1.49 0.79 1.82
H 0.46 -1.18 3.11
H -0.75 -0.34 1.81
H -0.79 -0.41 3.67
H 0.00 1.64 2.70
H 2.49 0.48 4.09
H 1.24 0.86 5.01
H 1.86 2.20 4.05
H 0.93 0.92 1.15
C -3.51 1.64 0.71
C -2.75 1.74 1.99
C -3.01 0.42 2.82
O -1.34 1.76 1.76
H -3.37 0.66 0.14
H -2.95 2.53 0.01
H -4.62 2.00 0.71
H -3.00 2.52 2.58
H -4.09 0.16 3.03
H -2.78 0.49 4.02
H -2.22 -0.52 2.61
H -0.83 0.89 1.33
C 2.05 -1.13 -3.05
C 2.16 -0.78 -1.48
C 3.43 -0.88 -0.73
O 1.73 0.55 -1.36
H 1.05 -1.08 -3.42
H 2.44 -2.00 -3.52
H 2.57 -0.09 -3.70
H 1.34 -1.34 -1.09
H 3.94 -0.16 -0.88
H 3.85 -1.81 -0.81
H 3.06 -0.80 0.34
H 0.91 0.65 -0.71
C 0.95 -4.14 0.22
C 0.60 -4.13 1.71
C -0.73 -3.73 2.11
O -1.11 -3.78 3.26
C -1.48 -2.98 1.16
C -1.14 -3.13 -0.33
C 0.05 -3.67 -0.77
O 0.20 -3.84 -2.00
H 1.98 -4.49 -0.14
H 1.32 -4.68 2.36
H -2.50 -2.66 1.47
H -2.03 -2.80 -0.95
*
```

Computed properties:
gap between HOMO and LUMO	6.03	eV

Unit: eV. Relative energies: *A* 0.000; *B* 11.318.

*A*
ORCA calculation (ωB97M-V with the def2-TZVPD basis set) on the molecule C4H6N2S2.

The geometry in ORCA input format:
```
! RIJCOSX wB97M-V def2-TZVPD def2/J DEFGRID3
* xyz 0 1
C 1.24 0.22 -0.57
C -0.16 0.81 -0.75
C -1.24 -0.44 0.87
C 0.08 -0.66 -1.02
H 1.94 1.18 1.55
H 1.94 0.49 -1.37
H -0.35 1.56 -1.50
H -1.28 1.61 0.92
H -0.58 -2.27 0.24
H 0.10 -1.08 -2.02
N -1.03 0.81 0.38
N -0.69 -1.31 -0.03
S 2.00 -0.07 1.00
S -1.97 -0.85 2.29
*
```

Computed properties:
SMILES string	S=C1N[C@@H]2[C@H](S)[C@@H]2N1
gap between HOMO and LUMO	8.85	eV

*B*
ORCA calculation (ωB97M-V with the def2-TZVPD basis set) on the molecule C4H6N2S2.

The geometry in ORCA input format:
```
! RIJCOSX wB97M-V def2-TZVPD def2/J DEFGRID3
* xyz 0 1
C 0.34 0.13 -0.66
C 1.13 1.33 -0.11
C -0.40 0.06 1.66
C -0.83 -0.43 2.82
H -1.20 -1.08 -3.98
H 0.49 2.02 -0.65
H 2.17 1.40 -0.23
H -0.53 -0.04 3.72
H -1.39 -1.46 2.96
H -1.15 -1.33 -0.05
N 0.51 -0.27 -1.92
N -0.37 -0.58 0.34
S -0.58 -1.63 -2.53
S 0.53 1.62 1.72
*
```

Computed properties:
SMILES string	C=C1N/C(=N\S)CS1
gap between HOMO and LUMO	8.71	eV

Unit: eV. Relative energies: *A* 0.000; *B* 3.115.